[1]
Molecular formula: C17H25AsN4O2PTl
Method: DFT, ωB97M-V/def2-TZVPD

Values from the calculation:
Maximum force: 0.54 eV/Å
Energy above the lowest of the compared OMol25 structures with the same formula, charge and spin: 9.28 kcal/mol
Calculated total energy: -3781.910367 hartree
HOMO-LUMO gap: 8.1890 eV
HOMO: -8.24 eV
E_LUMO: -0.05 eV

Geometry as ORCA input:
```
! RIJCOSX wB97M-V def2-TZVPD def2/J DEFGRID3
* xyz 0 1
Tl -1.58697 0.71736 0.19234
C -2.37222 4.71169 -3.03411
As -1.57264 3.29133 -1.92495
C 0.31416 3.78957 -2.12840
C -1.56742 1.90974 -3.32599
H -1.85312 4.79224 -3.98878
H -2.32798 5.67058 -2.52000
H -3.41795 4.46497 -3.21473
H 0.55152 3.97557 -3.17607
H 0.94228 2.97879 -1.75817
H 0.53326 4.68469 -1.54747
H -1.37700 2.36486 -4.29825
H -2.51946 1.37999 -3.36918
H -0.77946 1.18767 -3.11278
C 2.48891 -3.58257 -1.27184
N 1.39554 -3.25352 -0.36576
C 0.14693 -3.73477 -0.94256
N -0.10722 -3.23876 -2.29522
C 1.04004 -3.56350 -3.13773
N 2.30319 -3.05089 -2.62077
C 2.35595 -1.59640 -2.64460
P 1.03331 -0.75548 -1.59208
C 1.35464 -1.82576 -0.07946
C -0.37191 -1.80670 -2.29210
H 2.55234 -4.67060 -1.34944
H 3.42574 -3.20446 -0.85833
H -0.68244 -3.43841 -0.29612
H 0.18424 -4.82590 -0.98421
H 0.87008 -3.16703 -4.14126
H 1.11889 -4.65146 -3.20042
H 2.25275 -1.25169 -3.67671
H 3.33492 -1.27081 -2.28494
H 0.59996 -1.61834 0.68391
H 2.31264 -1.51351 0.34107
H -0.55293 -1.47662 -3.31925
H -1.28840 -1.62359 -1.72755
O 1.71503 -0.09647 2.91467
C 0.64113 0.37860 3.21024
N -0.32272 0.81757 2.32281
C -1.40178 1.26290 3.00381
O -2.43386 1.66516 2.44597
C -1.15617 1.15559 4.47209
C -1.94121 1.46201 5.56200
C -1.40932 1.20879 6.82481
C -0.13904 0.66434 6.96676
C 0.64375 0.35472 5.85482
C 0.11515 0.61181 4.60953
H -2.93087 1.88143 5.43603
H -1.99294 1.43748 7.70740
H 0.24893 0.47384 7.95935
H 1.62974 -0.07603 5.97163
*
```

***

[2]
Molecular formula: C5H10S
Method: DFT, ωB97M-V/def2-TZVPD

Values from the calculation:
Maximum force: 3.65 eV/Å
Energy above the lowest of the compared OMol25 structures with the same formula, charge and spin: 37.55 kcal/mol
Calculated total energy: -594.635239 hartree
SMILES: C=C[C@H](C)CS
HOMO-LUMO gap: 9.9504 eV
HOMO: -9.02 eV
E_LUMO: 0.93 eV

Geometry as ORCA input:
```
! RIJCOSX wB97M-V def2-TZVPD def2/J DEFGRID3
* xyz 0 1
C -0.52319 1.56730 -1.51112
C -0.97758 0.37884 -1.08862
C -0.33518 -0.58647 -0.15007
C -0.82121 -0.37576 1.31444
C 1.11804 -0.18595 -0.18380
S 2.43081 -1.54497 0.39117
H 0.48813 1.92447 -1.25786
H -1.27514 2.16061 -2.04621
H -2.06468 0.16765 -1.33894
H -0.52514 -1.63053 -0.49993
H -1.71506 -1.03317 1.57696
H -0.11432 -0.65083 2.04198
H -1.14040 0.63224 1.62546
H 1.33650 0.64175 0.52867
H 1.53414 -0.07927 -1.16663
H 2.58429 -1.38591 1.76449
*
```

***

[3]
Molecular formula: C2H5N2
Method: DFT, ωB97M-V/def2-TZVPD

Values from the calculation:
Maximum force: 3.40 eV/Å
Energy above the lowest of the compared OMol25 structures with the same formula, charge and spin: 75.48 kcal/mol
Calculated total energy: -188.295201 hartree
HOMO-LUMO gap (spin up / spin down): 8.1870 / 8.1902 eV
HOMO (spin up / spin down): -14.53 / -14.53 eV
E_LUMO (spin up / spin down): -6.34 / -6.34 eV

Geometry as ORCA input:
```
! RIJCOSX wB97M-V def2-TZVPD def2/J DEFGRID3
* xyz 1 1
C -1.13174 -0.66758 0.12049
C -0.24744 0.37446 0.03682
N 2.53511 -0.15468 0.33600
N 1.74897 -0.32164 -0.41865
H -1.21071 -1.22540 -0.74702
H -0.05575 0.98485 0.90504
H -1.50828 -0.99285 1.08076
H -0.28816 0.86621 -0.95959
H 3.20873 0.17270 1.05997
*
```

***

> Which of these has the lowest calculated total energy?

C17H25AsN4O2PTl